Record 1
Entry from the OMol25 dataset: a structure of composition C31H31BrCaF4N5O2 (ωB97M-V with the def2-TZVPD basis set).

Its largest force on an atom is 0.62 eV/A. Its energy above the lowest of the compared OMol25 structures with the same formula, charge and spin is 139.0 kcal per mole. Its charge is -1. The gap between HOMO and LUMO is 3.76 eV.

XYZ file:
```
75
Properties=species:S:1:pos:R:3:forces:R:3
Ca -0.01680 -0.05012 0.48591 0.044 0.151 0.434
C 2.61938 -2.55786 0.86203 0.020 0.001 0.001
C 1.37834 -3.06432 1.58129 -0.022 -0.002 0.000
N 0.13370 -2.49626 1.05402 0.040 -0.109 -0.111
C -0.98659 -2.68358 1.99842 0.045 0.045 0.016
C -1.52844 -4.10256 2.12838 -0.005 -0.017 0.023
C -0.14209 -3.01160 -0.29889 -0.318 0.048 -0.057
C -1.34153 -2.30010 -0.93228 0.013 0.008 -0.196
N 0.18566 -0.64625 -1.80936 -0.067 0.111 -0.101
C 0.51473 0.34851 -2.71482 0.004 -0.081 0.174
C 0.89445 1.58274 -2.15021 -0.027 0.039 -0.050
F 0.79936 1.72984 -0.79300 0.272 0.035 0.043
C 1.34501 2.68401 -2.83515 -0.025 -0.041 0.032
F 1.67157 3.79060 -2.13720 0.004 0.022 -0.017
C 1.43696 2.66889 -4.20769 0.020 0.020 -0.030
C 1.08302 1.48140 -4.81148 -0.016 -0.032 0.007
F 1.19730 1.38174 -6.14936 0.001 0.008 -0.007
C 0.66581 0.35480 -4.12113 0.017 -0.001 -0.044
F 0.49969 -0.73305 -4.87466 -0.012 0.014 0.006
H 3.51276 -2.92171 1.37228 -0.003 -0.011 -0.004
H 2.65466 -1.46717 0.87792 0.002 0.006 0.006
H 2.67377 -2.88926 -0.17422 -0.008 0.007 0.002
H 1.44111 -2.78006 2.63176 0.006 0.000 0.005
H 1.35087 -4.16312 1.53524 0.010 -0.003 0.004
H -1.80603 -2.01332 1.72136 -0.002 -0.006 -0.017
H -0.62828 -2.32795 2.96617 -0.012 0.000 0.004
H -1.99473 -4.44726 1.20499 0.003 0.008 -0.006
H -2.29241 -4.12201 2.90638 0.005 -0.005 0.000
H -0.74948 -4.81509 2.40556 0.002 0.003 0.000
H -0.29822 -4.09664 -0.28167 -0.027 -0.006 0.013
H 0.73510 -2.81818 -0.90981 -0.019 -0.026 -0.031
H -1.85491 -1.62067 -0.24885 0.054 -0.019 0.030
H -2.07420 -2.99369 -1.32962 0.017 -0.108 0.157
H 1.77251 3.52198 -4.77656 -0.002 -0.001 0.003
Br -4.99424 2.12009 5.46866 -0.038 0.002 0.023
C -3.47011 2.04464 4.30502 0.045 0.014 0.032
C -2.23075 2.42885 4.84695 -0.011 -0.027 -0.064
C -1.18095 2.41426 3.91593 0.026 0.002 0.074
C -1.31783 2.00525 2.61803 0.128 -0.028 -0.068
O -0.18558 2.01510 1.73930 -0.480 0.075 -0.381
C -2.57296 1.49889 2.04982 0.106 0.028 0.132
C -2.88362 0.94986 0.83304 0.035 -0.113 -0.071
N -2.05486 0.48074 -0.21551 0.083 -0.053 0.041
C -2.62559 0.35473 -1.45486 -0.022 -0.020 -0.072
C -3.73351 1.15194 -1.80995 0.015 -0.020 0.006
C -4.36974 1.01907 -3.03440 -0.014 0.021 0.011
C -3.97295 0.07487 -3.94882 0.001 -0.016 -0.025
C -2.88432 -0.78252 -3.67498 -0.027 -0.019 -0.039
C -2.54170 -1.80405 -4.61088 -0.033 0.082 0.089
C -1.44898 -2.59311 -4.33082 0.089 -0.125 -0.062
C -0.68691 -2.48624 -3.20629 0.007 0.074 -0.029
N -0.99345 -1.48217 -2.16679 -0.094 0.162 0.047
C -2.19556 -0.60004 -2.45490 0.096 -0.028 0.038
C -3.66113 1.63436 3.02977 -0.013 -0.027 -0.072
H -2.11589 2.81198 5.84736 -0.014 0.002 0.005
H -0.21771 2.76886 4.26676 0.001 -0.001 -0.031
H -3.94290 0.71970 0.71252 0.000 -0.021 0.009
H -4.05368 1.90818 -1.10736 0.001 0.003 -0.001
H -5.20166 1.67638 -3.26846 0.001 -0.002 0.003
H -4.48887 -0.04336 -4.89426 0.000 0.003 0.002
H -3.11155 -1.90931 -5.52220 -0.003 0.005 -0.003
H -1.12534 -3.34472 -5.04577 -0.004 0.008 0.006
H 0.27034 -2.95405 -3.04810 -0.007 -0.014 0.005
H -4.65254 1.35284 2.69905 -0.003 0.003 0.012
N 1.48941 0.63961 4.71042 0.001 -0.016 0.024
C 1.51551 0.73074 3.36496 -0.015 0.095 0.022
O 1.15941 -0.20922 2.65727 0.110 -0.024 -0.027
C 2.04117 2.00525 2.74592 0.009 -0.031 0.060
C 0.90941 2.82522 2.06410 0.010 -0.076 0.011
H 0.91218 -0.09506 5.09151 0.004 0.003 0.004
H 1.54530 1.48296 5.25478 -0.008 0.001 -0.003
H 2.76150 1.68623 1.99049 0.011 0.015 0.004
H 2.57410 2.61682 3.47581 -0.014 0.004 0.006
H 1.29274 3.24353 1.13304 -0.015 -0.018 -0.010
H 0.58689 3.64948 2.69766 0.025 0.016 0.002
```
Forces are in eV/Å.

=====

Record 2
Entry from the OMol25 dataset: a structure of composition C31H31BrN3O2Ru (ωB97M-V with the def2-TZVPD basis set).

Its expectation value of S² is 8.763. The spin multiplicity is 6. Its largest force on an atom is 1.34 eV/A. Its energy above the lowest of the compared OMol25 structures with the same formula, charge and spin is 9.5 kcal per mole. Its charge is 0. The gap between HOMO and LUMO (spin up / spin down) is 6.82 / 6.53 eV.

XYZ file:
```
69
Properties=species:S:1:pos:R:3:forces:R:3
Ru -0.49984 0.66503 -0.17290 0.795 0.290 0.331
C 0.67836 -0.45667 -3.21300 0.354 -0.218 -0.121
N -0.31204 0.58073 -2.93770 -0.262 -0.149 0.018
C 0.11226 1.80513 -3.63360 -0.011 0.396 -0.026
C -0.34184 3.14653 -3.04830 0.162 -0.250 0.142
C 0.27386 3.49493 -1.66950 -0.241 0.590 -0.089
N 0.90516 2.37133 -1.02800 -0.215 -0.490 0.672
C 2.03826 2.53143 -0.44420 -0.060 0.242 -0.128
C 2.85236 1.50193 0.12680 -0.050 -0.811 0.081
C 4.02516 1.84763 0.81180 0.015 0.037 -0.012
C 4.89986 0.89713 1.27670 0.174 0.221 0.114
C 4.65366 -0.45087 1.00640 -0.027 0.027 -0.164
C 3.52666 -0.83517 0.33440 -0.129 0.187 -0.200
C 2.54646 0.11193 -0.07380 1.100 0.520 0.344
O 1.47276 -0.28477 -0.62880 -1.292 -0.127 -0.326
C -1.58314 0.04133 -3.42700 -0.297 -0.007 -0.246
C -2.82284 0.90463 -3.23250 0.270 -0.189 0.274
C -3.03404 1.32213 -1.77610 -0.375 0.553 -0.636
N -2.71614 0.28313 -0.82960 -0.220 -0.317 0.663
C -3.66454 -0.12297 -0.06430 0.381 0.596 -0.775
C -3.52804 -0.95787 1.09210 0.499 -0.583 0.609
C -4.58484 -0.94037 2.01680 0.249 0.090 -0.301
C -4.46074 -1.49637 3.26700 -0.094 -0.094 0.198
C -3.26864 -2.11107 3.61950 -0.123 0.113 -0.297
C -2.24404 -2.22317 2.69800 0.205 -0.063 -0.042
C -2.34904 -1.66057 1.42800 -0.704 -0.108 0.183
O -1.38224 -1.83257 0.46550 0.041 0.090 0.057
H 0.70836 -0.70377 -4.28720 -0.084 0.050 0.031
H 0.43196 -1.35527 -2.64920 0.073 -0.012 -0.048
H 1.66676 -0.12667 -2.90330 -0.112 -0.059 0.029
H -0.21354 1.76163 -4.68680 0.103 -0.072 0.062
H 1.20536 1.82043 -3.62880 -0.089 -0.101 -0.068
H -1.42544 3.19683 -2.99660 -0.057 0.045 -0.032
H -0.02964 3.91443 -3.76110 -0.091 -0.033 -0.001
H -0.52194 3.87293 -1.01070 0.207 -0.069 -0.081
H 1.00716 4.30353 -1.79650 -0.076 -0.049 0.042
H 2.47206 3.54063 -0.39400 -0.032 -0.046 -0.178
H 4.23226 2.89653 0.97320 0.047 0.145 0.029
H 5.78466 1.18493 1.82520 0.052 0.063 0.004
H 5.36456 -1.19947 1.32750 0.051 -0.073 0.057
H 3.32746 -1.87337 0.12120 -0.064 -0.137 -0.025
H -1.74664 -0.89957 -2.89160 0.048 0.037 -0.131
H -1.49684 -0.19717 -4.50400 0.013 -0.014 0.145
H -3.67594 0.30923 -3.56690 -0.004 0.027 -0.043
H -2.77864 1.79493 -3.86180 -0.094 0.016 0.007
H -4.07474 1.66313 -1.64870 0.255 0.052 0.045
H -2.37154 2.16593 -1.54610 -0.266 -0.060 0.054
H -4.66874 0.29473 -0.20450 0.070 -0.067 -0.125
H -5.50484 -0.44317 1.74110 -0.015 0.103 -0.046
H -5.28034 -1.44817 3.96710 -0.056 0.036 0.060
H -3.13944 -2.51167 4.61290 0.035 -0.113 0.058
H -1.34364 -2.74317 2.98020 0.072 -0.029 0.003
Br -1.60974 2.54233 1.29020 0.039 -0.001 -0.227
C 0.30176 -0.11467 1.84130 -0.142 0.327 -0.542
C 1.06136 0.68493 2.65280 -0.334 -0.065 0.006
C 2.08976 0.13103 3.43860 0.178 -0.259 0.300
C 2.40746 -1.19537 3.35710 0.026 0.211 0.161
C 1.70456 -2.04047 2.47370 -0.598 -0.003 -0.176
C 2.05896 -3.38537 2.22750 0.058 -0.188 -0.040
C 1.35306 -4.14687 1.33830 0.248 -0.055 0.248
C 0.18716 -3.65097 0.72970 -0.488 0.537 -0.223
C -0.18124 -2.35427 0.96090 0.590 -0.528 0.287
C 0.59876 -1.49357 1.77060 0.197 -0.062 0.164
H 0.87956 1.75003 2.73260 -0.063 0.017 -0.170
H 2.64686 0.78103 4.09920 0.072 0.007 0.077
H 3.20386 -1.61057 3.95930 0.148 -0.010 -0.040
H 2.92556 -3.79567 2.72900 0.056 -0.045 0.035
H 1.66376 -5.15907 1.12160 0.005 -0.065 0.040
H -0.41314 -4.29347 0.10350 -0.124 0.001 -0.070
```
Forces are in eV/Å.